(1)
{
  "formula": "C20H30N5O2SSr",
  "method": "ωB97M-V with the def2-TZVPD basis set",
  "homo_energy_ev": -2.463,
  "total_charge": -1,
  "total_energy_ev": -44446.7286,
  "e_above_lowest_ev": 1.643,
  "gap_ev": 4.27,
  "species": ["Sr", "S", "O", "O", "N", "N", "N", "N", "N", "C", "C", "C", "C", "C", "C", "C", "C", "C", "C", "C", "C", "C", "C", "C", "C", "C", "C", "C", "C", "H", "H", "H", "H", "H", "H", "H", "H", "H", "H", "H", "H", "H", "H", "H", "H", "H", "H", "H", "H", "H", "H", "H", "H", "H", "H", "H", "H", "H", "H"],
  "positions_angstrom": [[0.965976, 0.159689, 0.420653], [1.107539, 2.425953, -1.077763], [2.076593, -1.524003, 1.194386], [1.334264, -3.175804, 2.550251], [0.275739, 0.060188, 2.744300], [0.501063, -2.193376, -1.409593], [-1.771664, -0.909183, 0.692172], [-2.078004, 1.521397, -1.193972], [-0.434674, 0.019204, -3.109016], [-2.682596, 0.911837, -3.556956], [1.505499, -1.999164, 2.240096], [-1.569096, -3.154287, -0.464792], [-0.303965, 0.951550, 3.612865], [-0.075191, -3.346118, -0.728584], [0.438349, -2.231465, -2.868232], [-1.321334, 0.523673, -4.138419], [0.935389, -0.973393, 3.230362], [0.512176, -0.330369, 5.494834], [-0.852696, 1.719902, 5.857527], [1.073682, -1.202395, 4.623419], [-0.989475, 2.070660, 3.082481], [-0.216462, 0.784316, 5.012642], [0.641958, -0.855777, -3.484525], [-3.003302, -0.370857, 0.102463], [-2.977565, 1.136460, -0.143764], [-1.586735, 2.959875, 3.923234], [-1.527799, 2.778835, 5.326503], [-1.850989, -2.374539, 0.836356], [-2.582637, 1.995210, -2.466159], [-0.061896, 0.801409, -2.531357], [-1.127789, -2.683992, 1.597747], [1.594612, -0.437187, -3.142154], [-0.569238, -2.547118, -3.147665], [-2.096141, 3.822217, 3.508953], [-1.217216, 2.019027, -0.925105], [-2.844500, -2.664619, 1.203007], [-3.870604, -0.628979, 0.734472], [-4.003773, 1.431948, -0.398354], [-2.016717, -2.620871, -1.310680], [0.610222, -0.475896, 6.566171], [0.720481, -0.978578, -4.571092], [-2.054593, -4.133265, -0.399383], [-3.324142, 1.281753, -4.371120], [1.615816, -2.076978, 4.953451], [-0.907562, 1.407180, -4.655330], [-1.893454, 2.770284, -2.816252], [1.141587, -2.967637, -3.289138], [-1.000428, 2.220648, 2.006227], [-3.153670, -0.847702, -0.867381], [-0.790419, 1.584171, 6.932707], [-3.155731, 0.013110, -3.133542], [-3.572101, 2.460803, -2.345265], [0.425865, -3.437461, 0.238802], [-1.638684, -0.487031, 1.604357], [-2.016259, 3.487074, 5.981510], [-2.734052, 1.640438, 0.804985], [0.114146, -4.278842, -1.272782], [-1.465195, -0.251385, -4.897323], [1.462488, -2.125341, -1.101835]],
  "forces_ev_per_a": [[-1.8, 2.4, -3.5], [0.0, 0.0, 0.2], [0.9, -2.3, 1.8], [0.1, 0.2, 0.0], [0.1, -0.1, 1.5], [0.4, 0.2, 0.2], [-0.1, 0.0, -0.3], [0.0, 0.4, 0.1], [0.1, 0.6, 0.4], [0.0, 0.0, 0.1], [0.6, -0.3, -0.2], [0.1, 0.2, 0.1], [0.1, -0.1, 0.1], [-0.1, 0.2, 0.2], [-0.2, -0.1, 0.1], [0.0, 0.0, 0.2], [-0.3, 0.1, 0.2], [-0.1, 0.1, 0.2], [0.1, 0.0, 0.1], [0.1, -0.2, -0.2], [0.1, -0.2, -0.2], [0.0, 0.0, -0.2], [0.1, 0.0, 0.0], [0.0, -0.1, -0.1], [0.2, 0.0, -0.2], [-0.1, 0.2, 0.2], [-0.1, 0.1, -0.2], [0.1, 0.1, -0.1], [0.0, -0.3, 0.1], [-0.2, -0.4, -0.2], [0.0, 0.0, 0.0], [0.1, 0.0, 0.0], [-0.1, -0.1, 0.0], [0.0, 0.0, 0.1], [0.0, -0.2, 0.0], [-0.1, 0.0, 0.1], [0.0, 0.0, 0.0], [-0.1, 0.1, 0.1], [0.0, -0.1, 0.0], [0.0, 0.0, 0.0], [0.0, 0.0, -0.1], [0.0, 0.1, 0.1], [0.1, 0.0, 0.1], [0.0, 0.0, -0.1], [0.0, 0.0, 0.0], [0.0, 0.0, 0.0], [0.0, 0.0, 0.0], [0.1, 0.0, 0.1], [0.0, -0.1, 0.0], [0.0, 0.0, -0.1], [0.0, 0.2, -0.1], [-0.1, 0.1, 0.0], [0.1, -0.1, -0.1], [-0.2, -0.1, 0.1], [0.0, 0.1, 0.0], [0.0, 0.0, -0.1], [-0.1, -0.1, -0.1], [0.0, -0.1, 0.0], [0.3, -0.1, -0.2]]
}

=====

(2)
{
  "formula": "C5H14N2O",
  "method": "ωB97M-V with the def2-TZVPD basis set",
  "homo_energy_ev": -8.559,
  "total_energy_ev": -10437.8488,
  "smiles": "C[C@@H](N)CNCCO",
  "e_above_lowest_ev": 3.179,
  "gap_ev": 9.56,
  "species": ["O", "N", "N", "C", "C", "C", "C", "C", "H", "H", "H", "H", "H", "H", "H", "H", "H", "H", "H", "H", "H", "H"],
  "positions_angstrom": [[2.307467, -2.110960, -1.207873], [-2.176920, 1.652222, 1.531683], [0.262286, -0.435257, -0.220492], [1.337180, -1.081329, 0.495390], [-0.893613, -0.086956, 0.606112], [-1.251784, 1.397898, 0.397039], [2.518269, -0.919862, -0.403778], [-2.033994, 1.570475, -0.966293], [-0.066735, -1.017672, -1.115020], [2.477520, -1.951430, -2.108308], [1.336270, -2.196961, 0.722040], [-1.669157, -0.797936, 0.446153], [3.527294, -1.027148, -0.028559], [-0.762535, -0.225935, 1.668978], [-0.299249, 2.027129, 0.512306], [-1.363691, 1.941974, -1.721116], [-2.357233, 0.613970, -1.327359], [-2.186529, 2.596525, 1.828985], [2.540133, -0.036901, -1.114429], [1.529009, -0.552808, 1.431138], [-3.063907, 1.320148, 1.330484], [-2.754830, 2.394620, -0.811464]],
  "forces_ev_per_a": [[0.0, -0.6, 0.6], [2.6, 0.2, 0.2], [-1.7, -1.9, -1.7], [1.2, 0.5, 0.5], [1.2, 0.7, -0.4], [-1.1, -0.8, 0.4], [0.8, -0.9, -2.3], [1.7, 1.5, 1.2], [1.2, 1.5, 2.8], [0.5, 0.3, -1.7], [-0.6, 1.2, -0.2], [-1.4, -0.1, -0.6], [0.1, 0.1, 0.9], [0.9, 0.1, 0.4], [-1.5, -0.9, -0.3], [0.5, 0.1, -0.5], [-0.9, -0.3, 0.0], [-0.3, 0.9, 0.1], [-0.5, -0.6, 1.3], [-0.4, 0.1, 0.1], [-2.0, -0.5, -0.4], [-0.2, -0.9, -0.3]]
}

=====

(3)
{
  "formula": "C14H9Cl4N3O3RhS2",
  "method": "ωB97M-V with the def2-TZVPD basis set",
  "homo_energy_ev": -4.864,
  "total_charge": -1,
  "total_energy_ev": -100048.3661,
  "e_above_lowest_ev": 0.146,
  "gap_ev": 6.64,
  "species": ["Rh", "Cl", "Cl", "Cl", "Cl", "S", "S", "O", "O", "O", "N", "N", "N", "C", "C", "C", "C", "C", "C", "C", "C", "C", "C", "C", "C", "C", "C", "H", "H", "H", "H", "H", "H", "H", "H", "H"],
  "positions_angstrom": [[0.291617, 0.502241, 0.252479], [-3.172396, -2.940812, -0.600557], [-6.073168, -1.695836, -0.404131], [-6.390394, 1.391735, 0.058002], [-3.812929, 3.176160, 0.453677], [1.484194, 1.677970, 1.823778], [1.232141, 1.894398, -1.281388], [-1.024672, -0.901470, -0.283373], [1.978107, -0.809089, 0.174409], [-1.306064, 1.607575, 0.352807], [3.862476, -0.913279, -1.039622], [4.686682, 3.117183, -1.949656], [4.865688, 3.189924, 2.161961], [-4.675869, -0.689682, -0.222292], [2.538962, -1.040369, -0.917149], [1.739569, -1.541972, -2.087328], [-3.397411, -1.249093, -0.302618], [4.672011, -0.493482, 0.099776], [4.531631, -1.007794, -2.331711], [2.781833, 2.346509, 0.880291], [-4.815922, 0.675474, -0.002063], [2.698680, 2.402991, -0.461944], [-2.267948, -0.454013, -0.174465], [-2.411343, 0.914489, 0.124107], [3.795044, 2.837723, -1.274895], [-3.681657, 1.474351, 0.169998], [3.942096, 2.825476, 1.579842], [2.322517, -2.155289, -2.770321], [5.562936, -0.692243, -2.199604], [4.071433, -0.342848, -3.061952], [4.951368, 0.556839, 0.015653], [4.103655, -0.635931, 1.013147], [1.334741, -0.688047, -2.630433], [0.900253, -2.108594, -1.688210], [4.529403, -2.028767, -2.716759], [5.577364, -1.100312, 0.128819]],
  "forces_ev_per_a": [[0.3, 0.0, -0.2], [0.0, 0.0, 0.0], [0.0, 0.0, 0.0], [0.0, 0.0, 0.0], [0.0, -0.1, 0.0], [0.1, 0.1, -0.2], [0.0, -0.3, 0.3], [0.0, -0.4, 0.1], [0.2, 0.1, 0.0], [-0.5, 0.3, 0.2], [0.1, 0.1, 0.0], [0.0, 0.0, 0.0], [0.0, 0.0, 0.0], [0.0, 0.0, 0.0], [-0.2, -0.2, 0.0], [0.0, 0.0, 0.0], [-0.1, -0.1, -0.2], [0.0, 0.0, 0.0], [0.0, 0.0, 0.0], [0.1, 0.1, 0.4], [0.0, 0.0, 0.0], [0.2, 0.1, -0.4], [0.1, 0.0, 0.0], [0.2, 0.1, 0.0], [-0.1, -0.1, 0.1], [-0.1, 0.1, 0.0], [-0.2, -0.1, -0.1], [0.0, 0.0, 0.0], [0.0, 0.0, 0.0], [0.0, 0.0, 0.0], [0.0, 0.0, 0.0], [0.0, 0.0, 0.0], [0.0, 0.0, 0.0], [0.0, 0.1, 0.0], [0.0, 0.0, 0.0], [0.0, 0.0, 0.0]]
}

=====

(4)
{
  "formula": "C45H30Br2N5O8Pb",
  "method": "ωB97M-V with the def2-TZVPD basis set",
  "homo_energy_ev": [-10.334, -9.785],
  "total_charge": 1,
  "total_energy_ev": -216308.4545,
  "e_above_lowest_ev": 0.887,
  "gap_ev": [6.34, 5.81],
  "species": ["Pb", "Br", "Br", "O", "O", "O", "O", "O", "O", "O", "O", "N", "N", "N", "N", "N", "C", "C", "C", "C", "C", "C", "C", "C", "C", "C", "C", "C", "C", "C", "C", "C", "C", "C", "C", "C", "C", "C", "C", "C", "C", "C", "C", "C", "C", "C", "C", "C", "C", "C", "C", "C", "C", "C", "C", "C", "C", "C", "C", "C", "C", "H", "H", "H", "H", "H", "H", "H", "H", "H", "H", "H", "H", "H", "H", "H", "H", "H", "H", "H", "H", "H", "H", "H", "H", "H", "H", "H", "H", "H", "H"],
  "positions_angstrom": [[-0.404834, -0.367907, -0.194983], [-4.590143, -2.244854, 5.350285], [-6.189282, -4.138120, -2.053721], [-0.553215, 0.879221, -2.120140], [5.672775, -0.526832, -4.489402], [4.890317, 1.628899, -4.264399], [3.397638, -3.335822, -0.873736], [1.730231, -0.170181, 2.648443], [2.358780, -1.797860, 0.378211], [-1.252506, 1.994805, 0.628959], [-0.351002, 1.045471, -4.342625], [-2.746710, -1.290718, -0.829764], [-2.262385, -0.600647, 1.708593], [0.168513, -1.751305, -2.266653], [1.487042, 1.864162, 0.902059], [1.400274, 2.843729, 0.119009], [0.817304, -2.940957, -2.229645], [-3.068690, -1.454366, -2.111322], [-1.018535, 2.856553, -0.232666], [3.624842, 1.257262, -2.193634], [0.200203, -1.029120, -3.375799], [-3.216477, -1.514149, 1.530416], [1.902865, 4.723222, -1.907010], [-0.287729, 0.422449, -3.300959], [3.105288, -2.067357, -0.543915], [5.650082, 0.758942, -5.107338], [0.615993, 4.264317, -1.608310], [4.410882, 2.008254, 3.873178], [3.704336, -1.048255, -1.428197], [3.209771, 3.100737, 2.121323], [2.533985, -5.188622, -2.075230], [-3.659447, -1.547595, 3.868610], [4.543701, -1.420153, -2.496528], [1.451585, -3.464088, -3.384704], [-4.531804, -2.745464, -0.228152], [4.196503, 3.131221, 3.082398], [-4.819327, -2.945581, -1.568247], [4.427969, 0.873253, -3.240243], [-3.497533, -1.884286, 0.111495], [-0.476767, 4.755461, -2.340529], [0.763146, -1.496354, -4.561680], [-3.940032, -2.026801, 2.599983], [3.274343, 0.266346, -1.279289], [0.992524, -3.615642, -0.994851], [2.424857, 1.952908, 1.925600], [2.099584, 5.639607, -2.920453], [1.977558, -1.357489, 3.385050], [2.602607, 0.849092, 2.779955], [-0.256800, 5.673503, -3.370525], [-2.074308, 3.441218, -1.026553], [1.018237, 6.110886, -3.662614], [3.617056, 0.880865, 3.727471], [2.284641, -4.336879, -0.856104], [1.375501, -2.734001, -4.563792], [-2.036499, -0.109996, 2.922334], [-4.107437, -2.262711, -2.536150], [-2.712488, -0.554635, 4.046676], [2.159918, -4.734839, -3.269585], [0.372358, 3.296972, -0.550910], [4.890043, -0.433590, -3.374206], [-1.812392, 4.312504, -2.013710], [-4.706957, -2.774900, 2.469805], [-4.342606, -2.359886, -3.585988], [-2.503673, -0.142854, 5.023391], [-2.629046, 4.707255, -2.607893], [3.267918, 2.274613, -2.097994], [2.375147, -5.290262, -4.174733], [3.074437, -6.117550, -1.951402], [1.186538, -2.050712, 3.109673], [-1.107304, 6.039074, -3.933820], [2.391919, -4.886058, 0.072706], [1.932467, -1.175375, 4.460335], [-3.080594, 3.105630, -0.811028], [-5.112803, -3.257646, 0.523179], [2.628329, 0.511524, -0.445342], [-1.285837, 0.670373, 2.982666], [5.194630, 2.007547, 4.619103], [6.665101, 1.140790, -5.208553], [0.729917, -0.860054, -5.434702], [0.376118, -3.395574, -0.135596], [-2.468779, -0.909414, -2.828218], [2.739821, 4.353366, -1.329608], [2.947327, -1.784576, 3.121106], [3.036609, 3.948654, 1.474083], [4.885432, -2.438614, -2.614627], [3.794133, 0.023345, 4.360449], [1.832022, -3.125876, -5.465395], [1.180107, 6.820187, -4.463664], [3.097820, 5.997361, -3.136934], [4.805470, 4.015990, 3.210424], [5.171827, 0.688259, -6.085797]],
  "forces_ev_per_a": [[0.3, 0.4, 0.2], [0.0, 0.1, -0.1], [0.0, 0.1, 0.0], [-0.1, -0.3, 0.3], [0.0, 0.0, 0.0], [0.0, 0.1, 0.0], [0.1, -0.1, -0.4], [-0.1, 0.1, -0.1], [-0.1, 0.0, -0.2], [0.3, 0.0, -0.2], [-0.1, 0.0, 0.2], [-0.1, 0.1, 0.1], [-0.2, 0.1, 0.0], [0.2, -0.2, 0.0], [-0.7, -0.7, 0.4], [0.2, 1.0, -0.3], [0.0, 0.0, -0.4], [0.0, 0.0, 0.0], [0.2, 0.0, -0.1], [0.0, 0.1, 0.0], [0.1, 0.2, 0.1], [0.1, 0.0, 0.2], [-0.1, -0.1, 0.0], [0.0, 0.0, -0.3], [0.0, 0.1, 0.5], [0.0, 0.0, -0.1], [0.0, 0.1, -0.2], [-0.1, 0.0, 0.0], [0.0, 0.0, -0.2], [0.0, -0.1, -0.1], [0.1, 0.0, 0.1], [-0.1, 0.0, 0.1], [0.0, -0.1, 0.0], [-0.1, 0.1, 0.2], [0.0, 0.0, 0.0], [0.0, 0.1, 0.0], [-0.1, -0.1, 0.0], [0.1, -0.2, 0.0], [0.0, 0.0, -0.1], [0.2, 0.1, 0.0], [0.0, 0.0, -0.1], [0.0, -0.1, -0.1], [-0.1, -0.1, 0.0], [0.0, 0.1, 0.1], [0.2, 0.5, -0.1], [0.0, 0.0, 0.0], [0.0, -0.1, 0.0], [-0.2, -0.1, 0.0], [-0.1, -0.1, 0.1], [-0.2, 0.1, 0.0], [0.1, 0.0, 0.0], [0.1, -0.1, 0.1], [0.1, 0.1, 0.0], [0.0, -0.1, 0.0], [0.0, -0.1, 0.0], [0.0, 0.0, -0.1], [0.0, 0.0, 0.0], [0.0, -0.1, 0.0], [-0.2, -0.5, 0.4], [0.0, 0.1, -0.1], [-0.1, -0.1, 0.1], [0.0, 0.0, 0.0], [0.0, 0.0, 0.0], [0.0, 0.0, 0.0], [0.0, 0.0, 0.0], [0.0, -0.1, 0.0], [0.0, 0.0, 0.0], [0.0, 0.0, 0.0], [0.1, 0.0, 0.0], [0.0, 0.0, 0.0], [-0.2, -0.1, 0.0], [0.0, 0.0, 0.0], [0.0, 0.0, 0.0], [0.0, 0.0, 0.0], [0.1, -0.1, -0.1], [0.0, 0.0, 0.0], [0.0, 0.0, 0.0], [0.0, 0.0, 0.1], [0.0, 0.0, 0.0], [0.0, 0.0, 0.0], [0.0, 0.0, 0.0], [0.0, 0.1, 0.0], [-0.1, 0.0, 0.0], [0.0, 0.0, 0.0], [0.0, 0.0, 0.0], [0.0, 0.0, 0.0], [0.0, 0.0, 0.0], [0.0, 0.0, 0.0], [0.0, 0.0, 0.0], [0.0, 0.0, 0.0], [-0.1, 0.0, 0.0]]
}